one | {
  "formula": "C2H4O4",
  "method": "wB97M-V/def2-TZVPD",
  "elements": ["C", "C", "O", "O", "O", "O", "H", "H", "H", "H"],
  "xyz": [[0.469, 0.011, 0.993], [-0.743, -0.335, -0.033], [1.472, 0.446, 0.179], [-1.292, 0.803, -0.510], [1.129, -0.315, -1.184], [-1.307, -1.393, 0.005], [-2.206, 0.620, -0.772], [1.612, 0.248, -1.813], [0.723, -0.923, 1.505], [0.143, 0.838, 1.630]],
  "lumo_energy_ev": -0.002,
  "homo_energy_ev": -10.33,
  "multiplicity": 1,
  "charge": 0,
  "smiles": "O=C(O)COO"
}


two | {
  "formula": "C2H4O4",
  "method": "wB97M-V/def2-TZVPD",
  "elements": ["O", "C", "O", "H", "H", "O", "C", "O", "H", "H"],
  "xyz": [[-1.284, 2.216, 0.665], [-0.798, 1.776, -0.282], [-1.412, 1.678, -1.547], [0.238, 1.656, -0.426], [-1.155, 2.603, -1.732], [1.815, -2.893, 1.169], [1.287, -1.806, 0.773], [0.244, -1.816, -0.199], [1.400, -0.925, 1.393], [-0.336, -2.489, 0.186]],
  "lumo_energy_ev": 0.308,
  "homo_energy_ev": -11.21,
  "multiplicity": 1,
  "charge": 0,
  "smiles": "O=CO.O=CO"
}


Which one sits at the top of the stability order? two does.


one | {
  "formula": "C4H10N3O",
  "method": "wB97M-V/def2-TZVPD",
  "elements": ["C", "C", "C", "C", "N", "N", "N", "O", "H", "H", "H", "H", "H", "H", "H", "H", "H", "H"],
  "xyz": [[0.016, -1.430, -0.144], [0.305, -1.552, 1.337], [1.289, 1.480, -0.236], [2.794, -0.253, -0.066], [0.393, -0.544, -0.978], [1.540, 0.239, -0.567], [0.395, 2.164, -1.245], [1.925, 2.340, 0.224], [-0.664, -2.204, -0.507], [0.339, -0.614, 1.730], [1.369, -1.856, 1.512], [2.693, -0.474, 1.117], [2.882, -1.154, -0.645], [3.530, 0.537, -0.206], [0.961, 3.004, -1.537], [-0.544, 2.494, -0.753], [0.287, 1.460, -2.070], [-0.254, -2.283, 1.892]],
  "lumo_energy_ev": -3.801,
  "homo_energy_ev": -14.14,
  "multiplicity": 1,
  "charge": 1,
  "smiles": "C/C=N\\N(C)C([NH3+])=O"
}


two | {
  "formula": "C4H10N3O",
  "method": "wB97M-V/def2-TZVPD",
  "elements": ["C", "C", "C", "C", "N", "N", "N", "O", "H", "H", "H", "H", "H", "H", "H", "H", "H", "H"],
  "xyz": [[-2.039, 0.617, -1.705], [-2.507, 0.412, -0.480], [0.258, -0.174, -0.291], [1.588, 0.908, -1.831], [-0.788, 0.767, -2.123], [0.206, 0.553, -1.291], [1.007, -1.530, 3.090], [0.869, -0.261, 0.789], [-2.675, 0.699, -2.478], [-1.869, 0.418, 0.426], [-3.559, 0.235, -0.236], [2.203, 1.252, -0.972], [2.012, 0.328, -2.652], [1.212, 1.792, -2.433], [1.529, -0.880, 3.687], [0.018, -1.584, 3.251], [1.010, -1.151, 2.039], [1.525, -2.402, 3.206]],
  "lumo_energy_ev": [-3.714, -4.418],
  "homo_energy_ev": [-11.84, -11.74],
  "multiplicity": 1,
  "charge": 1
}


Which one sits at the top of the stability order? one does.